Formula: C7H14
Source: the OMol25 dataset
Level of theory: ωB97M-V with the def2-TZVPD basis set

Each line ends with the natural charge from an NBO analysis.
Geometry (Å):
H  1.421  1.450  0.860  0.22
H  -0.672  0.062  1.345  0.20
H  -0.406  2.426  -0.235  0.20
C  -0.686  0.827  -1.571  0.01
H  -1.123  0.013  -3.571  0.22
C  1.221  1.071  1.870  -0.65
C  -1.083  1.890  -0.897  -0.41
C  0.292  -0.107  1.826  -0.17
H  1.197  0.213  -2.546  0.22
H  -1.643  -1.064  -2.188  0.22
H  -2.100  2.266  -0.979  0.20
H  1.524  -1.516  2.809  0.19
H  2.177  0.810  2.335  0.21
H  -0.937  -2.907  -0.517  0.00
H  0.776  1.896  2.441  0.22
C  -1.009  -0.243  -2.520  -0.45
H  -0.437  -2.678  -0.015  0.00
C  0.385  -0.120  -1.902  -0.45
H  -0.145  -2.126  2.283  0.20
H  0.676  -0.854  -1.152  0.23
C  0.571  -1.308  2.326  -0.42

For the HOMO-LUMO gap, the calculation gives 10.83 eV. The energy relative to the best compared isomer or geometry (same formula, charge and spin) is 3.815 eV. Its SMILES is C=C1CC1.[H][H].C=CC. The LUMO energy comes out at 0.044 Eh.

***

Formula: C7H14
Source: the OMol25 dataset
Level of theory: ωB97M-V with the def2-TZVPD basis set

Each line ends with the natural charge from an NBO analysis.
Geometry (Å):
H  -0.112  0.904  2.314  0.21
C  -0.331  -0.715  0.796  -0.22
H  2.260  0.704  0.798  0.21
C  -0.217  1.426  -0.621  -0.61
H  -1.101  -0.421  -2.590  0.20
H  -1.111  -0.481  2.802  0.21
C  -0.805  0.139  1.956  -0.61
H  -1.710  0.660  1.608  0.21
H  3.038  -0.812  0.338  0.22
C  2.256  -0.099  0.055  -0.62
H  -2.306  -0.290  -1.294  0.20
H  1.033  -1.804  -0.495  0.21
H  0.425  1.829  0.169  0.21
C  0.916  -0.801  -0.084  -0.20
C  -0.321  -0.088  -0.567  -0.06
H  -0.824  -1.688  0.815  0.20
H  -1.200  1.903  -0.517  0.21
H  -1.347  -1.768  -1.448  0.21
H  0.209  1.744  -1.580  0.21
C  -1.307  -0.677  -1.546  -0.59
H  2.555  0.338  -0.908  0.21

For the HOMO-LUMO gap, the calculation gives 10.31 eV. The energy relative to the best compared isomer or geometry (same formula, charge and spin) is 1.089 eV. Its SMILES is C[C@@H]1[C@H](C)C1(C)C. The LUMO energy comes out at 0.038 Eh.

***

Formula: C7H14
Source: the OMol25 dataset
Level of theory: ωB97M-V with the def2-TZVPD basis set

Each line ends with the natural charge from an NBO analysis.
Geometry (Å):
H  -0.923  -0.498  2.256  0.21
C  -1.104  -0.015  -1.167  -0.61
H  2.981  0.449  -0.307  0.21
H  1.697  0.670  -1.581  0.21
H  -0.041  2.285  -0.117  0.21
H  -2.362  -0.385  1.226  0.21
C  -0.501  0.184  0.229  -0.06
H  1.315  -0.240  1.354  0.21
C  0.963  -0.245  0.322  -0.22
H  -1.156  -1.075  -1.441  0.21
H  -0.536  0.513  -1.942  0.21
H  -1.628  2.012  0.633  0.20
C  1.595  -1.297  -0.544  -0.43
H  2.287  -1.995  -0.082  0.21
H  -1.212  -1.723  1.007  0.21
C  -0.587  1.668  0.607  -0.60
C  2.008  0.144  -0.682  -0.43
H  -0.147  1.846  1.596  0.21
C  -1.298  -0.654  1.237  -0.60
H  -2.127  0.380  -1.186  0.21
H  1.010  -1.723  -1.355  0.21

For the HOMO-LUMO gap, the calculation gives 11.12 eV. The energy relative to the best compared isomer or geometry (same formula, charge and spin) is 0.725 eV. Its SMILES is CC(C)(C)C1CC1. The LUMO energy comes out at 0.036 Eh.

***

Formula: C7H14
Source: the OMol25 dataset
Level of theory: ωB97M-V with the def2-TZVPD basis set

Each line ends with the natural charge from an NBO analysis.
Geometry (Å):
C  -1.368  -1.037  -0.461  -0.63
H  2.133  -0.230  1.539  0.22
H  2.958  -0.481  -0.851  0.21
C  -0.495  0.174  -0.813  -0.39
C  -0.871  1.538  -0.347  0.19
C  0.977  0.148  -0.241  -0.20
H  0.875  -1.438  1.261  0.20
C  -1.603  1.581  0.943  -0.81
H  -0.379  0.202  -1.904  0.21
H  -1.247  2.405  1.573  0.25
H  -1.733  0.668  1.543  0.19
H  -1.016  -1.939  -0.976  0.22
H  0.450  0.163  1.895  0.21
H  1.709  -1.706  -1.127  0.20
C  1.918  -0.630  -1.164  -0.59
H  -2.399  -0.860  -0.791  0.21
H  -1.400  -1.258  0.610  0.21
H  -2.603  1.911  0.608  0.28
H  1.828  -0.296  -2.203  0.21
C  1.102  -0.368  1.194  -0.62
H  1.321  1.194  -0.248  0.23

For the HOMO-LUMO gap, the calculation gives 8.54 eV. The energy relative to the best compared isomer or geometry (same formula, charge and spin) is 3.685 eV. The LUMO energy comes out at 0.024 Eh.

***

Formula: C7H14
Source: the OMol25 dataset
Level of theory: ωB97M-V with the def2-TZVPD basis set

Each line ends with the natural charge from an NBO analysis.
Geometry (Å):
C  1.471  -0.524  0.159  -0.02
H  -1.083  -0.212  1.249  0.18
H  2.029  0.115  -1.882  0.22
H  -1.919  -1.752  -0.538  0.21
H  3.524  -1.046  -0.103  0.22
H  -0.661  1.895  -0.275  0.21
C  1.987  0.417  -0.839  -0.45
H  -3.373  -0.998  0.086  0.22
H  1.001  1.560  1.432  0.00
C  0.671  -1.590  0.258  -0.36
H  -2.416  1.940  -0.491  0.21
H  -0.035  -1.844  -0.524  0.20
H  1.771  1.460  -0.640  0.22
C  -1.633  1.591  0.188  -0.68
C  -1.625  0.153  0.384  -0.10
H  -2.661  -0.393  -1.422  0.21
H  3.325  0.428  0.986  0.22
C  -2.423  -0.790  -0.429  -0.67
C  2.901  -0.213  0.223  -0.44
H  0.814  -2.332  1.043  0.20
H  -1.664  2.133  1.134  0.22

For the HOMO-LUMO gap (alpha / beta), the calculation gives 5.94 / 10.22 eV. The energy relative to the best compared isomer or geometry (same formula, charge and spin) is 7.565 eV. The LUMO energy (alpha / beta) comes out at -0.033 / 0.038 Eh.

***

Formula: C7H14
Source: the OMol25 dataset
Level of theory: ωB97M-V with the def2-TZVPD basis set

Each line ends with the natural charge from an NBO analysis.
Geometry (Å):
H  1.746  2.129  -0.343  0.22
H  0.404  -1.463  1.229  0.22
C  -1.190  0.447  -1.178  -0.48
H  2.118  -1.937  1.067  0.21
H  -1.688  1.281  -1.693  0.22
H  2.251  -0.096  -1.204  0.20
H  -1.379  -0.456  -1.768  0.22
C  -2.140  -0.889  0.721  -0.40
H  0.068  2.509  0.091  0.21
H  0.866  -1.263  -1.598  0.20
H  1.664  -0.538  2.068  0.21
H  -2.078  -1.809  0.143  0.19
H  0.631  2.788  -1.555  0.22
H  1.264  -2.196  2.614  0.21
C  -1.768  0.278  0.205  -0.16
C  1.362  -1.539  1.747  -0.85
C  0.712  2.105  -0.699  -0.65
H  -1.826  1.176  0.821  0.19
H  -2.499  -0.976  1.743  0.20
C  0.300  0.711  -1.093  0.04
C  1.182  -0.260  -1.318  -0.41

For the HOMO-LUMO gap, the calculation gives 10.32 eV. The energy relative to the best compared isomer or geometry (same formula, charge and spin) is 1.507 eV. Its SMILES is C=CCC(=C)C.C. The LUMO energy comes out at 0.039 Eh.

***

Formula: C7H14Cl2F3NO3PS
Source: the OMol25 dataset
Level of theory: ωB97M-V with the def2-TZVPD basis set

Each line ends with the natural charge from an NBO analysis.
Geometry (Å):
H  -3.858  0.306  0.756  0.20
H  -1.586  2.825  -1.630  0.35
F  3.442  -4.989  2.574  -0.34
P  -1.641  0.339  -0.398  0.83
O  4.324  -4.933  -0.303  -1.00
Cl  0.763  0.606  1.892  -0.03
H  -1.438  1.243  0.669  -0.03
C  -3.162  3.189  -0.329  -0.22
H  -3.830  4.040  -0.193  0.18
F  2.132  -3.737  1.379  -0.34
N  -2.230  3.574  -1.394  -0.84
S  4.653  -3.796  0.527  2.35
H  2.883  0.855  -0.848  0.22
H  -4.987  2.151  -0.152  0.21
C  -4.046  1.985  -0.678  -0.42
C  0.232  0.151  -0.656  -0.40
H  -1.638  4.328  -1.060  0.35
H  -4.280  2.037  -1.738  0.21
C  -3.528  0.597  -0.244  -0.75
H  -2.666  3.071  0.640  0.16
H  2.901  -0.881  -0.400  0.30
C  2.641  0.130  -0.074  -0.67
H  -1.733  0.747  -1.769  -0.05
H  3.223  0.403  0.801  0.23
F  3.550  -2.829  2.748  -0.34
C  1.186  0.269  0.226  -0.01
H  -3.960  -0.136  -0.934  0.20
C  3.387  -3.841  1.868  0.67
O  5.912  -3.916  1.228  -1.00
O  4.430  -2.506  -0.099  -1.02
H  -1.793  -1.042  -0.106  0.00
Cl  0.715  -0.240  -2.302  -0.03

For the HOMO-LUMO gap, the calculation gives 8.21 eV. As for the total charge: -1. The LUMO energy comes out at 0.090 Eh.

***

Formula: C7H14ClN3O
Source: the OMol25 dataset
Level of theory: ωB97M-V with the def2-TZVPD basis set

Each line ends with the natural charge from an NBO analysis.
Geometry (Å):
H  3.329  -0.168  -1.135  0.23
O  0.444  2.000  -0.047  -0.44
C  -1.796  -0.008  -0.329  0.38
C  0.357  0.913  -1.092  0.37
H  2.347  0.096  -2.402  0.24
C  1.104  -0.444  0.696  0.10
N  1.017  -1.904  0.944  -0.71
H  -3.912  0.379  -0.370  0.33
C  -0.082  0.252  1.415  -0.39
Cl  -1.714  -1.698  -0.412  0.18
H  0.804  1.251  -2.077  0.27
H  -1.405  1.842  -1.098  0.45
N  1.128  -0.230  -0.782  -0.45
H  1.837  -2.447  0.399  0.47
H  1.075  -2.190  1.905  0.45
H  -0.506  -0.158  2.342  0.28
H  -2.943  1.633  0.565  0.26
H  1.978  -0.170  1.212  0.24
H  -3.473  0.031  1.172  0.31
C  2.335  -0.479  -1.546  -0.45
N  -1.025  0.838  -1.140  -0.55
C  -0.043  1.556  1.110  0.26
H  -0.541  2.304  1.592  0.22
H  0.114  -2.356  0.599  0.45
H  2.585  -1.476  -1.795  0.23
C  -3.012  0.633  0.275  -0.76

For the HOMO-LUMO gap, the calculation gives 8.76 eV. The energy relative to the best compared isomer or geometry (same formula, charge and spin) is 3.330 eV. Its SMILES is C/C(Cl)=[NH+]/[C@H]1OC=C[C@@H]([NH3+])N1C. As for the total charge: +2. The LUMO energy comes out at -0.325 Eh.

***

Formula: C7H14ClNO
Source: the OMol25 dataset
Level of theory: ωB97M-V with the def2-TZVPD basis set

Each line ends with the natural charge from an NBO analysis.
Geometry (Å):
H  2.392  -1.521  -0.145  0.22
C  2.065  1.212  -0.815  -0.60
N  -0.261  0.812  -0.577  -0.44
C  1.344  -1.109  -0.550  -0.61
H  1.177  1.215  2.131  0.23
H  2.993  1.215  -0.418  0.20
H  1.458  -1.227  -1.635  0.22
C  -2.895  -0.168  -0.655  -0.44
O  -1.883  0.440  1.455  -0.69
H  0.605  -0.463  2.069  0.20
H  -2.124  -2.073  0.427  0.23
C  -1.924  -1.308  -0.391  -0.48
C  -1.660  0.021  0.179  0.42
H  0.667  -1.921  -0.317  0.22
H  -3.901  -0.167  -0.114  0.22
H  2.241  0.872  -1.918  0.22
C  1.036  0.321  -0.079  0.03
H  1.878  2.403  -0.857  0.23
C  1.238  0.245  1.428  -0.64
H  -1.516  -1.614  -1.348  0.25
H  -1.545  -0.074  2.184  0.48
Cl  -0.682  2.453  -0.157  0.08
H  -2.996  0.392  -1.513  0.23
H  2.293  0.045  1.616  0.22

For the HOMO-LUMO gap, the calculation gives 9.47 eV. The energy relative to the best compared isomer or geometry (same formula, charge and spin) is 3.014 eV. Its SMILES is CC(C)(C)N(Cl)C1(O)CC1. The LUMO energy comes out at 0.025 Eh.

***

Formula: C7H14ClNO9S4
Source: the OMol25 dataset
Level of theory: ωB97M-V with the def2-TZVPD basis set

Each line ends with the natural charge from an NBO analysis.
Geometry (Å):
Cl  0.456  1.803  3.564  -0.31
H  -1.719  0.803  -0.950  0.26
O  -1.332  0.671  1.741  -1.01
H  0.952  0.291  0.722  0.22
O  -2.184  2.494  3.080  -0.93
C  2.246  1.478  -1.050  -0.65
O  1.134  -1.334  -4.374  -0.77
H  3.210  1.152  -0.702  0.24
S  -2.862  1.978  -2.748  -0.02
H  -0.208  -0.597  -0.196  0.20
O  0.390  0.517  -2.391  -0.64
H  2.073  -0.469  -1.795  0.19
O  0.074  2.696  -2.877  -0.51
C  -1.565  1.716  -1.486  -0.63
H  1.136  -2.236  -4.003  0.57
H  0.785  -1.322  -5.284  0.57
H  2.426  2.026  -1.963  0.23
O  -2.499  -1.781  2.727  -0.96
C  1.630  -2.015  1.396  0.80
H  1.761  2.152  -0.363  0.23
S  -1.838  -1.292  3.900  2.16
C  1.406  0.266  -1.372  0.08
C  0.840  -0.370  -0.119  -0.11
S  0.226  -1.701  3.710  0.03
C  0.302  -2.358  2.035  -0.67
O  -2.226  -1.907  5.125  -0.93
H  -0.524  -1.990  1.450  0.26
O  2.680  -2.206  1.963  -0.53
O  1.639  -1.541  0.108  -0.55
C  -0.311  1.717  -2.283  0.80
H  -3.899  1.370  -2.170  0.14
H  0.234  -3.434  2.031  0.25
H  0.634  -0.705  -3.785  0.59
S  -1.477  1.261  3.040  2.28
N  -2.003  0.304  4.144  -1.17
H  -1.584  2.562  -0.828  0.27

For the HOMO-LUMO gap, the calculation gives 5.64 eV. The LUMO energy comes out at -0.107 Eh.

***

Formula: C7H14FeN3O
Source: the OMol25 dataset
Level of theory: ωB97M-V with the def2-TZVPD basis set

Each line ends with the natural charge from an NBO analysis.
Geometry (Å):
H  1.749  -1.324  -2.776  0.37
N  -0.660  -1.216  4.697  -0.85
H  2.522  1.712  2.119  0.19
H  0.503  -2.305  -2.477  0.37
H  -1.244  -1.770  5.302  0.38
C  -1.143  1.515  -4.358  -0.86
H  -0.574  1.303  -5.231  0.18
H  1.307  0.392  3.831  0.17
H  -1.863  0.739  -4.147  0.22
H  0.510  -1.391  -3.815  0.38
H  -0.454  1.635  -3.488  0.23
H  -1.141  1.417  -1.064  -0.50
C  1.697  1.070  1.832  -0.23
N  0.305  0.165  0.090  -0.68
O  -1.797  -2.058  2.916  -0.70
C  -0.062  -0.488  2.418  -0.30
H  -1.255  -1.137  0.658  0.21
C  1.015  0.329  2.795  -0.33
N  0.722  -1.357  -2.811  -1.08
H  -1.696  2.439  -4.526  0.20
H  1.820  1.602  -0.285  0.18
C  -0.407  -0.547  1.055  0.11
C  -0.919  -1.323  3.364  0.63
H  0.026  -0.630  5.133  0.39
Fe  -0.286  0.229  -1.721  0.45
C  1.323  1.001  0.490  -0.13

For the HOMO-LUMO gap (alpha / beta), the calculation gives 3.55 / 4.80 eV. The energy relative to the best compared isomer or geometry (same formula, charge and spin) is 0.000 eV. As for the expectation value of S²: 6.11. As for the total charge: -1. The LUMO energy (alpha / beta) comes out at 0.111 / 0.120 Eh. As for the spin multiplicity: 5.

***

Formula: C7H14N
Source: the OMol25 dataset
Level of theory: ωB97M-V with the def2-TZVPD basis set

Each line ends with the natural charge from an NBO analysis.
Geometry (Å):
C  -0.274  -1.848  -0.778  -0.01
C  0.610  -0.628  -0.673  -0.48
H  1.670  1.790  0.274  0.22
H  -1.963  -1.587  -2.076  0.44
C  0.710  3.152  2.590  -0.32
N  -1.723  -1.364  -1.140  -0.69
H  -0.402  -2.395  0.149  0.23
H  1.644  -0.921  -0.472  0.27
H  0.704  -0.276  -1.701  0.23
C  0.109  2.528  1.587  -0.25
C  0.709  1.529  0.699  -0.14
H  -1.769  -0.363  -0.944  0.45
H  0.994  -3.371  -1.549  0.26
H  -0.866  0.173  0.692  0.17
H  0.745  -2.267  -2.655  0.24
H  0.181  3.973  3.062  0.21
H  1.762  3.110  2.834  0.20
H  -0.607  -3.374  -2.410  0.24
C  0.116  0.422  0.282  -0.24
H  -0.939  2.741  1.438  0.21
H  -2.387  -1.895  -0.584  0.44
C  0.139  -2.776  -1.898  -0.67

For the HOMO-LUMO gap, the calculation gives 8.98 eV. The energy relative to the best compared isomer or geometry (same formula, charge and spin) is 1.061 eV. Its SMILES is C=C/C=C/C[C@H](C)[NH3+]. As for the total charge: +1. The LUMO energy comes out at -0.125 Eh.

***

Number 1: energy -274.976057 hartree. Number 2: energy -275.076230 hartree. Number 3: energy -275.089602 hartree. Number 4: energy -274.980813 hartree. Number 5: energy -274.838252 hartree. Number 6: energy -275.060858 hartree. Number 7: energy -2515.119388 hartree. Number 8: energy -974.073484 hartree. Number 9: energy -865.129615 hartree. Number 10: energy -3059.834611 hartree. Number 11: energy -1778.236973 hartree. Number 12: energy -329.568554 hartree.